i:
The following is a quantum chemistry calculation of the molecule CH2N2O2, from the Open Molecules 2025 dataset.

```
7
CH2N2O2 | the Open Molecules 2025 dataset | the ωB97M-V functional and the def2-TZVPD basis
C -1.4242 -0.2013 -0.2377
N -0.3006 -0.8194 0.0157
N 0.4908 0.1908 0.6909
O -2.3851 0.4502 -0.1987
O 1.5364 0.6113 -0.1724
H 0.1474 -1.6090 -0.3084
H 1.9352 1.3774 0.2105
```

- Highest occupied orbital energy (spin up / spin down): -7.4641 / -7.4656 eV
- Orbital gap (spin up / spin down): 0.282 / 0.282 hartree
- Total charge: 0

***

ii:
The following is a quantum chemistry calculation of the molecule CH2N2O2, from the Open Molecules 2025 dataset.

```
7
CH2N2O2 | the Open Molecules 2025 dataset | the ωB97M-V functional and the def2-TZVPD basis
O 0.4689 -1.2449 -1.3033
C 0.7560 -0.6673 -0.3382
N 0.7287 0.6064 0.0894
N -0.1331 1.3218 0.5581
O -1.4468 0.9537 0.5160
H 1.3872 -1.2683 0.5238
H -1.7608 0.2986 -0.0457
```

- Structure (SMILES): O=C/N=N\O
- Highest occupied orbital energy: -10.6128 eV
- Orbital gap: 0.385 hartree
- Total charge: 0

***

Stability ranking, top entry: ii; the second entry is 0.0571 hartree less favorable.

***

i:
The following is a quantum chemistry calculation of the molecule CH2N2O2, from the Open Molecules 2025 dataset.

```
7
CH2N2O2 | the Open Molecules 2025 dataset | the ωB97M-V functional and the def2-TZVPD basis
C 1.0884 0.6681 0.7281
N 0.8823 0.0802 -0.3510
O -0.6740 -0.3306 -0.2721
N -1.2565 -0.8867 -1.3433
O -2.3813 -1.2457 -1.2270
H 2.0817 0.9902 1.0100
H 0.2594 0.7245 1.4552
```

- Structure (SMILES): C=NON=O
- Highest occupied orbital energy: -9.9407 eV
- Orbital gap: 0.383 hartree
- Total charge: 0

***

ii:
The following is a quantum chemistry calculation of the molecule CH2N2O2, from the Open Molecules 2025 dataset.

```
7
CH2N2O2 | the Open Molecules 2025 dataset | the ωB97M-V functional and the def2-TZVPD basis
O -1.8609 -0.8639 -0.7292
C -0.9713 -0.5704 0.0848
N 0.2167 -1.2615 0.2070
N 1.3987 -1.1354 0.0891
O 2.0141 -0.1144 -0.5357
H -1.1499 -0.1409 1.1225
H 1.5928 0.4938 -1.1440
```

- Structure (SMILES): O=C/N=N\O
- Highest occupied orbital energy: -10.2646 eV
- Orbital gap: 0.382 hartree
- Total charge: 0

***

iii:
The following is a quantum chemistry calculation of the molecule CH2N2O2, from the Open Molecules 2025 dataset.

```
7
CH2N2O2 | the Open Molecules 2025 dataset | the ωB97M-V functional and the def2-TZVPD basis
C 1.1039 -0.0134 -0.1454
N -0.9537 -1.1322 0.1851
N 0.1209 0.7805 0.2211
O 2.2641 -0.1721 -0.0821
O -1.1380 0.2765 0.0449
H -1.5707 -1.5417 -0.5186
H 0.1736 1.8024 0.2950
```

- Highest occupied orbital energy (spin up / spin down): -9.2999 / -8.0345 eV
- Orbital gap (spin up / spin down): 0.337 / 0.277 hartree
- Total charge: 0

***

Stability ranking, top entry: ii; the second entry is 0.0564 hartree less favorable.

***

i:
The following is a quantum chemistry calculation of a structure of composition ClCu2, from the Open Molecules 2025 dataset.

```
3
ClCu2 | the Open Molecules 2025 dataset | the ωB97M-V functional and the def2-TZVPD basis
Cu -18.5291 11.0560 -10.5860
Cu -22.5391 8.5579 -11.1528
Cl -20.9464 10.3950 -10.8061
```

- Highest occupied orbital energy (spin up / spin down): -28.2613 / -27.5863 eV
- Expectation value of S²: 2.02
- Multiplicity: 3
- Orbital gap (spin up / spin down): 0.399 / 0.228 hartree
- Total charge: +3

***

ii:
The following is a quantum chemistry calculation of a structure of composition ClCu2, from the Open Molecules 2025 dataset.

```
3
ClCu2 | the Open Molecules 2025 dataset | the ωB97M-V functional and the def2-TZVPD basis
Cu -1.5848 1.5074 1.4615
Cu 1.0124 -1.1154 -2.1100
Cl 0.5724 -0.3920 0.6485
```

- Highest occupied orbital energy (spin up / spin down): -28.1605 / -26.3649 eV
- Expectation value of S²: 2.04
- Multiplicity: 3
- Orbital gap (spin up / spin down): 0.423 / 0.187 hartree
- Total charge: +3

***

Stability ranking, top entry: i; the second entry is 0.0146 hartree less favorable.

***

i:
The following is a quantum chemistry calculation of the molecule C21H28N4O2S, from the Open Molecules 2025 dataset.

```
56
C21H28N4O2S | the Open Molecules 2025 dataset | the ωB97M-V functional and the def2-TZVPD basis
C 1.8907 1.9056 -7.4758
C 3.1390 1.7562 -6.6137
C 3.3522 0.3312 -6.1043
C 2.2813 -0.1033 -5.0926
N 2.5050 -1.3799 -4.4384
C 2.4579 -2.5099 -5.3421
C 3.6664 -1.4102 -3.5645
C 3.4132 -2.3527 -2.3807
N 2.1799 -1.9984 -1.7259
C 2.1430 -1.5031 -0.4673
O 3.1146 -1.4711 0.2683
C 0.8245 -1.0370 -0.0107
C 0.5665 -0.5339 1.2292
C -0.7887 -0.1650 1.3984
C -1.7554 0.3797 2.2899
C -1.5994 0.8395 3.6582
C -0.3952 0.6999 4.3404
C -0.2879 1.1554 5.6431
C -1.3634 1.7456 6.2733
C -2.5789 1.8868 5.5988
O -3.5832 2.4793 6.3052
C -4.8322 2.6433 5.6799
C -2.6914 1.4338 4.2944
N -2.9345 0.4341 1.6785
N -2.7967 -0.0451 0.4355
C -3.9086 -0.1176 -0.4646
C -1.5231 -0.4140 0.2290
S -0.6018 -1.0821 -1.0551
H 1.8337 2.9123 -7.8835
H 1.9148 1.2020 -8.3054
H 0.9898 1.7248 -6.8955
H 4.0111 2.0469 -7.2045
H 3.0762 2.4380 -5.7623
H 4.3318 0.2746 -5.6235
H 3.3542 -0.3556 -6.9532
H 2.2033 0.6552 -4.3074
H 1.3104 -0.1691 -5.5904
H 1.5739 -2.4257 -5.9719
H 3.3455 -2.5869 -5.9870
H 2.3783 -3.4296 -4.7639
H 3.8264 -0.4045 -3.1701
H 4.5824 -1.7280 -4.0873
H 4.2136 -2.2630 -1.6433
H 3.3575 -3.3916 -2.7203
H 1.3971 -1.8677 -2.3508
H 1.3479 -0.4470 1.9610
H 0.4500 0.2348 3.8617
H 0.6470 1.0477 6.1728
H -1.2930 2.1056 7.2874
H -4.7572 3.2818 4.7937
H -5.2687 1.6802 5.3960
H -5.4708 3.1253 6.4187
H -3.6065 1.5210 3.7330
H -4.0898 -1.1519 -0.7646
H -3.7164 0.4808 -1.3575
H -4.7806 0.2707 0.0566
```

- Structure (SMILES): CCCCN(C)CCNC(=O)c1cc2c(-c3cccc(OC)c3)nn(C)c2s1
- Highest occupied orbital energy: -7.9436 eV
- Orbital gap: 0.310 hartree
- Total charge: 0

***

ii:
The following is a quantum chemistry calculation of the molecule C21H28N4O2S, from the Open Molecules 2025 dataset.

```
56
C21H28N4O2S | the Open Molecules 2025 dataset | the ωB97M-V functional and the def2-TZVPD basis
C -2.5519 -1.7964 3.4920
C -1.5720 -1.9994 2.1725
C -2.1180 -1.2077 0.9024
C -3.4887 -1.9898 0.3536
N -3.9496 -1.4736 -0.9970
C -4.7133 -2.2743 -1.7069
C -4.6982 -0.1232 -0.6159
C -4.4350 1.0974 -1.7214
N -2.8876 1.0533 -1.6424
C -2.3843 2.4249 -0.8846
O -3.0858 3.3031 -0.7778
C -1.0362 2.2680 -0.5057
C -0.0043 1.1415 -0.6905
C 1.1950 1.6549 -0.1965
C 2.4655 1.4064 0.0724
C 3.2018 0.1391 -0.2807
C 2.3816 -1.0793 -0.3086
C 3.0682 -2.1704 -0.9617
C 4.5281 -2.3927 -0.8219
C 5.2315 -1.4490 -0.6581
O 6.6025 -1.4803 -0.6840
C 7.4138 -0.2092 -0.6457
C 4.6357 0.1133 -0.4517
N 3.2277 2.3280 0.3200
N 2.4169 3.4226 0.6770
C 2.9057 4.6450 1.3536
C 1.3130 3.1503 0.0943
S -0.4685 3.8686 0.2828
H -2.0613 -2.3222 4.3789
H -2.6396 -0.8053 3.7178
H -3.5311 -2.1716 3.4862
H -0.7087 -1.5394 2.3327
H -1.4206 -2.9961 1.8764
H -1.6504 -1.2687 0.1933
H -2.4420 -0.1990 1.1086
H -3.1824 -3.1455 0.1797
H -4.3127 -1.8649 1.0364
H -4.0855 -3.1378 -1.8555
H -5.6085 -2.5816 -1.4596
H -4.9602 -1.6183 -2.7633
H -4.5719 0.4969 0.4124
H -5.7388 -0.3626 -0.6250
H -4.9412 2.0048 -1.4734
H -4.4190 0.6203 -2.6493
H -2.4049 0.2533 -1.5544
H -0.3497 0.2903 -1.1217
H 1.3990 -1.0778 -0.5598
H 2.5211 -3.0354 -0.7940
H 4.9125 -3.4183 -0.9947
H 8.3891 -0.7178 -0.8284
H 7.2423 0.4759 -1.3434
H 7.2609 0.0040 0.3723
H 5.0741 0.8297 -0.1808
H 2.7568 5.4656 0.3686
H 3.8473 4.6438 1.4192
H 2.4318 4.8067 2.1509
```

- Structure (SMILES): CCCCN(C)CCNC(=O)c1cc2c(-c3cccc(OC)c3)nn(C)c2s1
- Highest occupied orbital energy: -7.8040 eV
- Orbital gap: 0.274 hartree
- Total charge: 0

***

Stability ranking, top entry: i; the second entry is 0.6614 hartree less favorable.

***

i:
The following is a quantum chemistry calculation of a cluster of 3 separate species, C3H11NO3 in total, from the Open Molecules 2025 dataset.

```
18
C3H11NO3 | the Open Molecules 2025 dataset | the ωB97M-V functional and the def2-TZVPD basis
C 0.6025 1.7099 -0.0169
N 1.3003 1.1865 1.1570
C 1.7456 -0.1281 1.2792
C 0.6985 -1.2072 1.0931
O 2.8747 -0.3743 1.6253
H 0.9037 1.2709 -0.9728
H -0.4533 1.3977 -0.0057
H 0.6830 2.7979 0.0557
H 1.9870 1.7833 1.5950
H 0.3130 -1.7161 1.9891
H 1.0339 -1.9730 0.3986
H -0.1940 -0.6910 0.6954
O -3.0463 -0.8748 -0.8496
H -3.0011 -1.8476 -0.7764
H -2.9147 -0.6943 0.0922
O -0.6389 0.0940 -2.3106
H -1.3995 -0.3568 -1.9074
H -0.4944 -0.3771 -3.1412
```

- Structure (SMILES): CNC(C)=O.O.O
- Highest occupied orbital energy: -9.2041 eV
- Orbital gap: 0.348 hartree
- Total charge: 0

***

ii:
The following is a quantum chemistry calculation of a cluster of 3 separate species, C3H11NO3 in total, from the Open Molecules 2025 dataset.

```
18
C3H11NO3 | the Open Molecules 2025 dataset | the ωB97M-V functional and the def2-TZVPD basis
N -2.5568 0.2181 0.0181
C -1.6854 1.4872 -0.0401
C -0.2863 1.0190 0.2687
C 0.9416 1.8895 0.2451
O 2.1526 1.3676 0.3748
H -3.2340 0.2939 0.8334
H -2.0151 -0.6084 0.4118
H -1.6329 1.9487 -1.0242
H -2.1128 2.2021 0.6763
H -0.2098 0.0779 -0.4537
H -0.2803 0.5576 1.1871
H 0.9353 2.9839 -0.1265
O 2.0469 -1.8065 0.7614
H 1.9016 -0.8808 0.7212
H 3.0245 -1.9586 0.8184
O 0.8817 -2.7583 -1.8341
H 1.4384 -2.3557 -1.1649
H 0.6909 -3.6774 -1.6729
```

- Structure (SMILES): NCCC=O.O.O
- Highest occupied orbital energy: -9.9285 eV
- Orbital gap: 0.364 hartree
- Total charge: 0

***

Stability ranking, top entry: i; the second entry is 0.0631 hartree less favorable.

***

i:
The following is a quantum chemistry calculation of a cluster of 2 separate species, C3H11NO3 in total, from the Open Molecules 2025 dataset.

```
18
C3H11NO3 | the Open Molecules 2025 dataset | the ωB97M-V functional and the def2-TZVPD basis
N -1.3429 -1.1461 2.2000
C -1.0726 -0.5456 0.8825
C -0.3219 0.7638 0.9657
O -0.6421 1.7072 -0.0611
C -0.3425 -1.4974 -0.0595
O -1.1294 -2.5160 -0.6446
H -0.6642 -1.7326 2.4767
H -1.3653 -0.4447 3.0570
H -2.1190 -0.3573 0.4701
H 0.8000 0.6756 0.7913
H -0.3379 1.3573 1.9879
H -0.5698 1.3068 -0.9151
H 0.4973 -1.9848 0.4253
H 0.0854 -1.0744 -0.9201
H -1.7710 -2.9404 0.0165
O 3.7883 2.6465 -3.7594
H 3.0403 3.1505 -4.0366
H 3.4673 2.6317 -2.8767
```

- Structure (SMILES): NC(CO)CO.O
- Highest occupied orbital energy: -9.6681 eV
- Orbital gap: 0.371 hartree
- Total charge: 0

***

ii:
The following is a quantum chemistry calculation of a cluster of 2 separate species, C3H11NO3 in total, from the Open Molecules 2025 dataset.

```
18
C3H11NO3 | the Open Molecules 2025 dataset | the ωB97M-V functional and the def2-TZVPD basis
N -1.1565 -0.0827 0.0804
C 0.0893 -0.3902 -0.6402
C 0.2791 0.6864 -1.7004
O -0.4286 0.2951 -2.8776
C 1.2547 -0.3357 0.3449
O 0.9667 -0.9254 1.5903
H -1.9261 -0.1475 -0.5843
H -1.3545 -0.7845 0.7914
H 0.0205 -1.3620 -1.1165
H 1.3382 0.8569 -1.9016
H -0.1682 1.5845 -1.2682
H -0.7201 1.0835 -3.3466
H 1.4709 0.7032 0.5542
H 2.1121 -0.7877 -0.1358
H 0.8094 -1.8729 1.5707
O -0.9771 0.4028 3.2643
H -0.1226 0.2691 2.8265
H -1.4872 0.8071 2.5482
```

- Structure (SMILES): NC(CO)CO.O
- Highest occupied orbital energy: -9.7790 eV
- Orbital gap: 0.385 hartree
- Total charge: 0

***

Stability ranking, top entry: ii; the second entry is 0.0514 hartree less favorable.